(1)
The following is a quantum chemistry calculation of a structure of composition C10H10ClNO5Tl at a distorted geometry, from the Open Molecules 2025 dataset.

Each line ends with the Löwdin charge.
Element x y z (Å)
C: -2.79998 -0.49702 2.09605  0.047
N: -1.44845 -0.73459 1.62767  0.000
C: -0.51208 0.25345 1.83439  -0.050
C: -1.42179 -1.53734 0.34045  -0.285
O: -2.35528 -2.18956 0.09175  0.307
C: -0.13451 -1.46209 -0.52566  0.044
C: 0.18100 -0.31655 -1.39971  -0.030
C: 1.41605 0.27192 -1.54437  -0.007
C: 2.71311 0.03252 -0.90541  -0.021
C: 2.82972 0.79597 0.49636  -0.774
O: 1.94712 1.46912 0.91718  0.090
Cl: 4.28297 0.46439 1.26392  0.984
C: 1.27860 1.37146 -2.55495  -0.289
O: 1.91385 2.35841 -2.69316  0.319
O: 0.06104 1.09753 -3.23501  0.219
C: -0.70683 0.43077 -2.37470  -0.446
O: -1.91456 0.53864 -2.34202  0.061
H: -3.54573 -0.57723 1.30183  0.136
H: -3.03649 -1.30875 2.82550  0.198
H: -2.85631 0.43930 2.65772  0.129
H: -0.52427 1.04451 0.92207  -0.008
H: -0.75883 0.87058 2.70835  0.164
H: 0.51639 -0.12043 1.90003  0.138
H: 0.70861 -1.63553 0.15136  0.153
H: -0.27984 -2.36630 -1.13955  0.196
H: 2.91115 -1.02110 -0.68263  0.153
H: 3.52401 0.41789 -1.53338  0.167
Tl: -1.98867 1.91006 -0.20410  1.406

The calculation puts the molar mass at 464.03 g mol⁻¹. Its spin multiplicity is 1. As for the net charge: +3. As for the frontier orbital gap: 4.0 eV.

(2)
The following is a quantum chemistry calculation of a cluster of 2 separate species, C10H10ClO7P in total, from the Open Molecules 2025 dataset.

Each line ends with the natural charge from an NBO analysis.
Element x y z (Å)
O: -1.89073 -0.15646 0.14817  -0.501
C: -1.26734 -1.05013 -0.37590  0.509
C: 0.10827 -0.86443 -0.88013  -0.334
C: 0.90703 -1.93294 -0.94105  0.259
O: 2.19476 -1.86480 -1.31167  -0.641
C: 0.42064 -3.28250 -0.53390  0.450
O: 1.20362 -4.15676 -0.24617  -0.494
C: -1.06042 -3.48157 -0.56303  0.262
O: -1.50674 -4.76576 -0.60018  -0.683
C: -1.87153 -2.42264 -0.50531  -0.470
P: -3.69132 -2.72394 -0.54128  1.193
O: -4.31327 -1.25408 -0.74040  -0.962
Cl: -3.69503 -3.41698 -2.52880  -0.374
H: 0.44121 0.13587 -1.12804  0.268
H: 2.57843 -2.75543 -1.28496  0.501
H: -1.73729 -5.02425 -1.50376  0.505
H: -3.81780 -0.67354 -1.33534  0.505
O: 0.03089 2.40006 -0.79218  -0.571
C: 0.62484 2.74202 0.18826  0.797
C: 1.27893 4.08201 0.46844  -0.528
C: 2.19452 3.77026 1.65151  -0.429
C: 1.45185 2.61998 2.32273  -0.070
O: 0.78888 1.92504 1.25319  -0.487
H: 0.49361 4.79338 0.72886  0.239
H: 1.80545 4.43652 -0.41277  0.244
H: 2.36787 4.61135 2.31910  0.223
H: 3.16176 3.42184 1.28737  0.211
H: 0.69201 2.96959 3.02459  0.180
H: 2.10688 1.91831 2.83262  0.199

The calculation puts the molar mass at 308.61 g mol⁻¹. Its spin multiplicity is 1. As for the structure (SMILES): O=C1C=C(O)C(=O)C(O)=C1P(O)Cl.O=C1CCCO1. As for the net charge: 0. As for the frontier orbital gap: 8.2 eV.

(3)
The following is a quantum chemistry calculation of a cluster of 2 separate species, C10H10FNO2 in total at a distorted geometry, from the Open Molecules 2025 dataset.

Each line ends with the natural charge from an NBO analysis.
Element x y z (Å)
C: -3.01852 0.37544 -0.34039  -0.261
C: -2.83621 0.01442 0.98704  -0.195
C: -1.92219 0.43177 -1.18497  -0.220
C: -1.57933 -0.27865 1.47087  -0.222
C: -0.65656 0.14201 -0.71550  0.012
C: -0.46175 -0.23504 0.62617  -0.145
C: 2.18365 2.11106 1.32487  1.052
C: 0.55091 0.13078 -1.61146  -0.452
C: 1.39352 -1.08688 -1.24570  -0.219
C: 0.87533 -0.36041 1.12798  0.113
N: 1.88978 -0.90523 0.13795  -0.548
O: 3.00080 1.64043 0.65620  -0.596
O: 1.42719 2.66099 1.98138  -0.486
F: 1.01908 -1.22234 2.23759  -0.400
H: -4.00509 0.60548 -0.71487  0.209
H: -3.68697 -0.04282 1.65044  0.209
H: -2.05033 0.70074 -2.22488  0.202
H: -1.43867 -0.56121 2.50295  0.218
H: 0.25237 0.08315 -2.66001  0.228
H: 1.14929 1.03692 -1.47156  0.213
H: 0.76359 -1.97988 -1.27242  0.218
H: 2.24242 -1.21960 -1.92000  0.209
H: 2.22307 -1.79464 0.52986  0.425
H: 2.68460 -0.24650 0.12847  0.438

The calculation puts the molar mass at 195.19 g mol⁻¹. Its spin multiplicity is 1. As for the net charge: 0. As for the frontier orbital gap: 7.0 eV.

(4)
The following is a quantum chemistry calculation of a structure of composition C10H10N2 at a distorted geometry, from the Open Molecules 2025 dataset.

Each line ends with the natural charge from an NBO analysis.
Element x y z (Å)
C: -2.17155 0.06220 1.64822  -0.463
C: -1.96040 1.01485 -0.60994  0.002
C: -1.25267 1.46066 -1.59317  -0.265
C: 0.23893 1.16313 -1.68627  0.245
C: 0.65267 -0.06385 -0.90028  -0.192
C: 1.97287 -0.54954 -0.81598  -0.171
C: 2.46813 -1.16100 0.17124  -0.246
C: 1.75574 -1.75205 1.22638  -0.152
C: 0.31956 -1.36227 1.31159  -0.268
C: -0.15248 -0.41534 0.17640  0.231
H: -1.77023 1.15925 2.36411  0.225
H: -3.43589 -0.05121 1.27256  0.248
H: -1.86532 -0.92229 2.47904  0.237
H: -2.97910 1.35807 -0.55030  0.221
H: -1.45388 2.31121 -2.14392  0.231
H: 1.60640 1.03538 -3.34091  0.324
H: 2.87204 -0.00224 -1.37594  0.226
H: 3.67155 -1.31974 0.54953  0.202
H: 2.25771 -2.40719 1.90718  0.215
H: -0.16353 -1.37983 2.27239  0.210
N: -1.34952 0.11239 0.32725  -0.425
N: 0.73896 1.70939 -2.68918  -0.636

The calculation puts the molar mass at 158.20 g mol⁻¹. Its spin multiplicity is 1. As for the net charge: 0. As for the frontier orbital gap: 8.0 eV.

(5)
The following is a quantum chemistry calculation of a cluster of 2 separate species, C10H10N2O2 in total at a distorted geometry, from the Open Molecules 2025 dataset.

Each line ends with the natural charge from an NBO analysis.
Element x y z (Å)
O: -3.36754 -1.34776 -1.10366  -0.572
C: -2.57055 -0.72869 -0.42671  0.642
C: -2.23628 -0.98311 0.97891  -0.366
C: -1.36536 -0.16544 1.60493  0.048
N: -0.78409 0.91436 0.98090  -0.616
C: -1.14647 1.29478 -0.27120  0.783
O: -0.78074 2.32651 -0.82745  -0.617
N: -1.91923 0.39662 -0.97733  -0.635
H: -2.63483 -1.81868 1.51021  0.248
H: -1.10355 -0.25590 2.63561  0.229
H: -0.21341 1.54297 1.49333  0.428
H: -2.30793 0.70784 -1.89005  0.443
C: 1.89777 0.78678 0.72916  -0.191
C: 1.22698 -0.37473 0.68672  -0.251
C: 1.74332 -1.46901 0.03530  -0.201
C: 3.05416 -1.58466 -0.55692  -0.203
C: 3.63574 -0.26105 -0.68454  -0.218
C: 3.04996 0.92239 -0.19764  -0.199
H: 1.38472 1.65373 1.08133  0.172
H: 0.32840 -0.17698 1.21960  0.220
H: 1.20889 -2.35109 0.17102  0.199
H: 3.58187 -2.54620 -0.81540  0.236
H: 4.65014 -0.24475 -1.15930  0.211
H: 3.47961 1.85866 -0.21056  0.210

The calculation puts the molar mass at 190.20 g mol⁻¹. Its spin multiplicity is 1. As for the structure (SMILES): O=c1cc[nH]c(=O)[nH]1.c1ccccc1. As for the net charge: 0. As for the frontier orbital gap: 9.5 eV.

(6)
The following is a quantum chemistry calculation of a cluster of 2 separate species, C10H10N2O2 in total at a distorted geometry, from the Open Molecules 2025 dataset.

Each line ends with the natural charge from an NBO analysis.
Element x y z (Å)
O: 2.32474 -1.76942 -1.15131  -0.551
C: 1.99343 -0.65253 -1.41912  0.648
C: 2.69527 0.62768 -1.46208  -0.382
C: 2.04117 1.71969 -1.84351  0.064
N: 0.62824 1.68687 -2.03338  -0.612
C: -0.02667 0.53591 -2.24060  0.748
O: -1.13506 0.35461 -2.63978  -0.620
N: 0.52434 -0.48090 -1.65898  -0.629
H: 3.91163 0.73124 -1.51378  0.251
H: 2.61358 2.56803 -2.21727  0.231
H: 0.02724 2.37116 -2.43659  0.426
H: 0.25549 -1.45655 -1.89909  0.426
C: -0.98984 0.92759 2.56612  -0.233
C: -0.34800 -0.10334 3.10870  -0.215
C: -0.86124 -1.44577 3.18245  -0.226
C: -2.03901 -1.59737 2.55366  -0.206
C: -2.71306 -0.56940 1.82564  -0.225
C: -2.31952 0.72900 1.98495  -0.204
H: -0.41756 1.95768 2.30102  0.221
H: 0.71379 -0.01614 3.44849  0.209
H: -0.25103 -2.22265 3.71317  0.227
H: -2.54596 -2.62934 2.61845  0.207
H: -3.47735 -0.95499 1.18096  0.219
H: -3.01056 1.49951 1.44261  0.226

The calculation puts the molar mass at 190.20 g mol⁻¹. Its spin multiplicity is 1. As for the structure (SMILES): O=c1cc[nH]c(=O)[nH]1.c1ccccc1. As for the net charge: 0. As for the frontier orbital gap: 9.5 eV.